# C30H25ClN3OPtSSe

A molecular structure, C30H25ClN3OPtSSe (wB97M-V/def2-TZVPD, the Open Molecules 2025 dataset).

Each line ends with the Löwdin charge.
Atoms and positions in Å:
1 Pt -1.7613 -0.1298 -1.4292  1.16
2 Cl -2.8116 -1.9351 5.4621  0.78
3 C -2.6167 -1.8562 3.7691  -0.65
4 C -2.4294 -3.0470 3.0516  -0.10
5 C -2.2638 -2.9392 1.6977  0.03
6 C -2.2663 -1.6855 1.0246  -0.34
7 O -2.0775 -1.7243 -0.2449  -0.20
8 C -2.4762 -0.4479 1.7819  -0.14
9 C -2.5252 0.8623 1.2432  -0.09
10 N -2.3427 1.1796 -0.0498  -0.12
11 C -2.4015 2.4820 -0.5085  -0.22
12 C -2.8108 3.5984 0.1963  0.00
13 C -2.7963 4.8659 -0.4157  -0.06
14 C -2.3836 5.0404 -1.7079  -0.03
15 C -1.9619 3.9191 -2.4640  -0.14
16 C -1.5182 3.9879 -3.8030  0.02
17 C -1.1268 2.8516 -4.4537  -0.02
18 C -1.1734 1.6238 -3.7806  -0.11
19 N -1.5866 1.5302 -2.5331  -0.07
20 C -1.9804 2.6550 -1.8573  -0.14
21 C -2.6480 -0.6009 3.1542  -0.06
22 H -2.4192 -3.9991 3.5594  0.11
23 H -2.1100 -3.8142 1.0801  0.13
24 H -2.7011 1.6651 1.9456  0.11
25 H -3.1601 3.5121 1.2144  0.10
26 H -3.1246 5.7226 0.1575  0.11
27 H -2.3764 6.0204 -2.1652  0.12
28 H -1.4923 4.9480 -4.3031  0.13
29 H -0.7822 2.8777 -5.4770  0.12
30 H -0.8671 0.7056 -4.2604  0.10
31 H -2.8086 0.2726 3.7718  0.12
32 S 1.3496 -0.6067 -2.5685  0.62
33 C 0.1404 -1.7115 -3.1400  -0.74
34 C 0.5032 -2.7815 -3.9682  -0.08
35 C -0.4629 -3.6163 -4.4843  -0.04
36 C -1.7958 -3.4037 -4.1480  -0.04
37 C -2.0977 -2.3579 -3.3082  -0.12
38 N -1.1634 -1.5201 -2.8257  -0.16
39 H 1.5511 -2.9264 -4.1852  0.11
40 H -0.1842 -4.4364 -5.1326  0.12
41 H -2.5850 -4.0398 -4.5204  0.11
42 H -3.1128 -2.1583 -2.9938  0.12
43 C 5.8047 0.0921 4.1062  -0.03
44 C 4.6694 -0.1735 3.1644  -0.23
45 C 3.4145 -0.5479 3.6400  0.00
46 C 2.3520 -0.7851 2.7888  -0.28
47 C 1.0188 -1.1713 3.3649  -0.08
48 C 2.5638 -0.6487 1.3903  -0.51
49 Se 1.1034 -0.9156 0.2750  0.99
50 C 3.8386 -0.2802 0.8855  -0.28
51 C 4.1003 -0.1273 -0.5822  -0.09
52 C 4.8568 -0.0476 1.7877  0.00
53 H 5.5172 -0.0837 5.1406  0.08
54 H 6.1425 1.1258 4.0137  0.09
55 H 6.6570 -0.5470 3.8706  0.09
56 H 3.2658 -0.6529 4.7081  0.12
57 H 1.0797 -1.2224 4.4507  0.09
58 H 0.6897 -2.1438 2.9936  0.08
59 H 0.2476 -0.4465 3.0981  0.07
60 H 3.6937 -0.9608 -1.1520  0.03
61 H 5.1703 -0.0655 -0.7706  0.09
62 H 3.6378 0.7854 -0.9670  0.09
63 H 5.8337 0.2342 1.4118  0.13

Results
- HOMO-LUMO gap (spin up / spin down): 5.5 / 5.3 eV
- Total charge: +1
- LUMO energy (spin up / spin down): -2.765 / -5.365 eV
- Energy relative to the best compared isomer or geometry (same formula, charge and spin): 0.000 eV
- HOMO (spin up / spin down): -8.29 / -10.63 eV
- Spin multiplicity: 5
- Total energy: -129977.7875 eV